Record 1
64
Properties=species:S:1:pos:R:3 method="wB97M-V/def2-TZVPD" de_lowest_kcal_mol=0.00 e_lumo_ev="-4.942 / -8.770" charge=+2 spin_multiplicity=5 orbital_gap_ev="9.59 / 5.70" e_homo_ev="-14.53 / -14.47"
H 0.225 3.228 -0.949
N -0.165 1.763 -2.430
B -0.499 0.489 -4.610
N -0.141 1.775 -3.820
C 0.211 3.000 -4.240
Os -0.737 0.069 -1.306
H 0.277 3.200 -5.301
C 0.420 3.807 -3.126
H 0.707 4.842 -3.123
C 0.177 2.999 -2.005
H -0.419 0.619 -5.799
C -1.293 -1.589 -0.387
H -1.307 -1.401 0.699
H -0.535 -2.363 -0.578
H -2.282 -1.957 -0.695
N -1.924 0.088 -4.147
N 0.457 -0.599 -4.050
N -2.152 -0.097 -2.785
N 0.520 -0.846 -2.679
C -3.082 -0.103 -4.802
C 1.328 -1.404 -4.673
H -3.104 0.003 -5.880
H 1.428 -1.349 -5.751
C -4.072 -0.411 -3.882
C 1.965 -2.193 -3.724
C -3.462 -0.395 -2.626
C 1.438 -1.817 -2.480
H -5.110 -0.623 -4.074
H 2.714 -2.942 -3.905
H -3.853 -0.575 -1.633
H 1.649 -2.188 -1.487
H -1.926 0.875 -0.544
C 4.124 0.414 3.932
C 3.215 -0.660 3.409
C 3.683 -1.597 2.485
C 2.846 -2.568 1.930
C 1.501 -2.587 2.284
C 1.006 -1.552 3.093
N -0.380 -1.388 3.170
C -1.158 -0.248 2.947
C -2.440 -0.226 3.532
C -3.281 0.858 3.363
C -2.857 1.950 2.598
C -1.597 1.943 2.004
C -0.759 0.830 2.126
C 0.545 0.881 1.349
O 1.507 1.457 1.862
O 0.618 0.335 0.145
C 1.865 -0.680 3.787
C 1.337 0.275 4.813
H 3.743 1.403 3.643
H 4.197 0.380 5.027
H 5.130 0.298 3.520
H 4.734 -1.564 2.203
H 3.227 -3.296 1.212
H 0.808 -3.320 1.868
H -0.916 -2.224 3.384
H -2.742 -1.073 4.151
H -4.267 0.857 3.822
H -3.511 2.808 2.448
H -1.251 2.795 1.410
H 1.364 1.314 4.451
H 0.301 0.053 5.102
H 1.957 0.227 5.718


Record 2
42
Properties=species:S:1:pos:R:3 method="wB97M-V/def2-TZVPD" de_lowest_kcal_mol=108.08 e_lumo_ev=-3.164 charge=+1 orbital_gap_ev=9.44 e_homo_ev=-12.60
C -0.809 0.143 0.112
C -1.893 -0.917 0.075
C -3.350 -0.364 -0.287
C -3.548 1.157 1.622
C -3.827 0.942 0.343
N 0.319 -0.173 -0.786
H -1.260 1.290 -0.124
H -0.355 0.358 1.125
H -1.797 -1.618 0.939
H -1.691 -1.639 -0.844
H -3.336 -0.152 -1.325
H -3.997 -1.175 -0.056
H -3.083 0.562 2.467
H -3.985 2.162 1.999
H -4.250 1.606 -0.367
H 0.960 0.506 -1.003
H 0.218 -0.621 -1.705
H 0.999 -0.811 -0.349
H 1.152 1.855 1.422
H 0.700 2.701 0.124
O 1.462 2.200 0.603
H 3.777 -1.544 1.676
H 3.467 -0.541 2.603
O 3.163 -1.473 2.532
H -1.457 2.968 -1.776
H -0.068 2.986 -2.750
O -0.484 2.955 -1.841
H 2.957 1.360 -1.331
H 4.057 2.051 -2.132
O 3.911 1.250 -1.563
H 0.240 0.272 4.085
H 0.701 -1.126 3.838
O -0.178 -0.626 4.027
H 2.700 -1.057 -2.716
H 3.368 -1.627 -1.466
O 2.761 -0.975 -1.651
H 1.561 -1.862 2.107
H 0.058 -2.464 1.677
O 0.800 -1.834 1.471
H -0.722 -2.501 -3.612
H 0.728 -1.855 -3.908
O 0.036 -2.364 -3.254


Record 3
39
Properties=species:S:1:pos:R:3 method="wB97M-V/def2-TZVPD" e_lumo_ev=0.369 orbital_gap_ev=10.54 e_homo_ev=-10.17
O 0.379 -0.943 0.139
C -0.741 -1.180 0.579
N -1.371 -2.451 0.602
B -0.593 -3.483 1.341
O 0.661 -3.891 0.916
O -1.129 -4.121 2.412
O -1.544 -0.209 1.073
C -0.911 0.701 1.974
C -0.221 0.012 3.155
C 1.291 0.065 3.095
O 1.810 1.342 3.437
H -1.373 -2.764 -0.370
H 1.318 -3.274 1.239
H -1.786 -3.591 2.864
H -1.709 1.330 2.337
H -0.194 1.323 1.445
H -0.531 0.467 4.091
H -0.552 -1.021 3.218
H 1.716 -0.644 3.799
H 1.654 -0.197 2.105
H 1.134 2.005 3.320
C -0.533 2.085 -1.925
O 0.539 1.311 -2.450
H -0.528 3.056 -2.413
H -1.491 1.595 -2.118
H -0.406 2.230 -0.848
H 0.513 0.462 -2.000
C 1.653 5.336 -2.505
O 0.954 6.524 -2.142
H 1.045 4.801 -3.229
H 2.617 5.573 -2.963
H 1.809 4.697 -1.632
H 1.490 6.998 -1.504
C -0.490 -3.901 -2.928
O -1.746 -3.928 -2.242
H 0.078 -3.060 -2.540
H 0.073 -4.819 -2.750
H -0.635 -3.766 -4.002
H -2.249 -4.671 -2.580


Number 1: calculated total energy -44033.41082 eV. Number 2: calculated total energy -23499.58469 eV. Number 3: calculated total energy -26163.41244 eV.